An isolated molecule of C7H12S at a distorted geometry, computed with the ωB97M-V functional and the def2-TZVPD basis.

LUMO level = 0.95 eV
SMILES string = C=CC[C@H]1CC[C@@H]1S
HOMO-LUMO gap = 9.79 eV
Highest occupied orbital energy = -8.8 eV
Charge = 0
Strongest force on any atom = 0.04439 hartree/bohr
Energy relative to the best compared isomer or geometry (same formula, charge and spin) = 196.9 kJ/mol

Last columns: bonded neighbours and bond lengths (Å).
Atoms and positions in Å:
1 C -2.3633 -1.1958 -0.4079  C2 1.335, H9 1.104, H10 1.057
2 C -2.5141 -0.0451 0.2513  C1 1.335, C3 1.485, H11 1.115
3 C -1.5733 1.1030 0.2971  C2 1.485, C4 1.546, H12 1.130, H13 1.096
4 C -0.1562 0.8469 -0.2666  C3 1.546, C5 1.522, C7 1.511, H14 1.112
5 C 0.8067 2.0256 -0.2733  C4 1.522, C6 1.552, H15 1.095, H16 1.099
6 C 1.9751 1.0270 -0.0596  C5 1.552, C7 1.556, H17 1.087, H18 1.153
7 C 0.9034 -0.0092 0.3880  C4 1.511, C6 1.556, S8 1.840, H19 1.090
8 S 1.2231 -1.7765 -0.0102  C7 1.840, H20 1.367
9 H -1.4766 -1.3810 -1.0393  C1 1.104
10 H -3.0553 -1.9936 -0.3760  C1 1.057
11 H -3.4146 0.0301 0.9042  C2 1.115
12 H -1.4660 1.5380 1.3340  C3 1.130
13 H -1.9189 1.9009 -0.3697  C3 1.096
14 H -0.3054 0.5140 -1.3174  C4 1.112
15 H 0.6607 2.6966 0.5799  C5 1.095
16 H 0.7834 2.6138 -1.2012  C5 1.099
17 H 2.6793 1.2070 0.7485  C6 1.087
18 H 2.5050 0.6425 -1.0087  C6 1.153
19 H 0.7108 0.0222 1.4601  C7 1.090
20 H 2.2589 -1.8810 0.8750  S8 1.367

Here are the Löwdin charges for atoms 1 to 6, given in e:
1. C 0.002
2. C -0.181
3. C -0.179
4. C -0.383
5. C -0.149
6. C -0.170